[1]
The following is a quantum chemistry calculation of 2 unconnected molecules or ions with the total composition C5H7N3 at a distorted geometry, from OMol25.

XYZ file:
```
15
Properties=species:S:1:pos:R:3:forces:R:3
C -0.1871 0.4763 1.5875 -1.9 -1.6 -2.6
C -1.0603 0.1637 0.5538 -1.3 0.2 -0.1
C 1.8498 1.6489 0.0952 0.2 -0.5 -0.9
C -2.8819 -0.5272 -0.9456 2.6 -1.0 2.1
C 3.0869 -0.3414 -0.7217 -0.2 0.9 -0.7
N -0.2060 -0.7735 1.2042 0.7 0.2 0.5
N -2.0879 0.4481 -0.1074 -0.2 -0.3 -1.2
N 2.5120 0.7320 -0.3865 -0.6 1.3 2.1
H 2.1952 2.2299 0.9629 0.3 -0.5 -0.3
H -3.6727 -0.0705 -1.4481 -0.8 1.1 -1.0
H -3.3313 -1.1989 -0.2371 -0.5 -0.5 0.4
H -2.2699 -1.2013 -1.5721 -0.1 0.7 -0.1
H 2.7525 -1.2731 -0.3780 -0.4 -1.1 0.7
H 3.8028 -0.2656 -1.4891 0.8 -0.1 -0.9
H -0.0411 1.1991 2.3012 1.3 1.1 1.9
```
Positions in Å, forces in eV/Å.

Output
Energy above the lowest of the compared OMol25 structures with the same formula, charge and spin in eV: 7.323
Total energy in a.u.: -358.74928
LUMO in eV: 0.2

---

[2]
The following is a quantum chemistry calculation of a molecular structure, C20H13N2O9Ta, from OMol25.

XYZ file:
```
45
Properties=species:S:1:pos:R:3:forces:R:3
Ta -1.7870 0.0079 0.1845 0.0 0.0 0.1
C 2.1800 -2.4020 0.3787 0.0 0.0 0.0
C 2.2067 -2.9073 1.6663 0.0 0.0 0.0
C 1.1489 -2.6450 2.5207 0.0 0.0 0.0
C 0.0865 -1.8850 2.0582 0.0 0.0 0.0
N 0.0689 -1.3994 0.8160 0.0 0.0 0.0
C 1.0890 -1.6436 -0.0033 0.0 0.0 0.0
C -1.0929 -1.5370 2.8908 0.0 0.0 0.0
C -1.2866 -2.0357 4.1679 0.0 0.0 0.0
C -2.4118 -1.6592 4.8809 0.0 0.0 0.0
C -3.3223 -0.7917 4.3042 0.0 0.0 0.0
C -3.0761 -0.3351 3.0242 0.0 0.0 0.0
N -1.9866 -0.6996 2.3357 0.0 0.0 0.0
H 2.9850 -2.5780 -0.3193 0.0 0.0 0.0
H 3.0457 -3.4975 2.0094 0.0 0.0 0.0
H 1.1656 -3.0226 3.5316 0.0 0.0 0.0
H 1.0234 -1.2092 -0.9946 0.0 0.0 0.0
H -0.5741 -2.7185 4.6038 0.0 0.0 0.0
H -2.5739 -2.0455 5.8782 0.0 0.0 0.0
H -4.2134 -0.4731 4.8241 0.0 0.0 0.0
H -3.7470 0.3347 2.5036 0.0 0.0 0.0
O -2.5472 -3.5067 -1.7310 0.0 0.0 0.0
C -2.2809 -2.3880 -1.4081 0.0 0.0 0.0
O -2.5335 -1.8279 -0.2360 0.0 0.0 0.0
C -1.5444 -1.3850 -2.3611 -0.1 0.0 0.0
O -1.2352 -1.6434 -3.4824 0.0 0.0 0.0
O -1.2908 -0.2293 -1.7372 -0.1 0.0 0.0
O -3.2358 0.9413 0.3652 0.1 0.0 0.0
O 1.6950 1.1880 1.2327 0.0 0.0 0.0
C 0.9165 1.5223 0.3688 0.2 -0.1 0.2
O -0.3997 1.3633 0.5175 -0.1 0.0 -0.2
C 1.3379 2.1107 -0.9310 0.0 0.0 0.0
C 2.7005 2.1805 -1.1971 0.0 0.0 0.0
C 3.1828 2.6836 -2.4045 0.0 0.0 0.0
C 2.2414 3.1007 -3.3141 0.0 0.0 0.0
O 2.4413 3.6497 -4.5460 0.0 0.0 0.0
C 1.1457 3.6768 -5.1510 0.0 0.0 0.0
O 0.1885 3.5717 -4.1046 0.0 0.0 0.0
C 0.8811 3.0430 -3.0470 0.0 0.0 0.0
C 0.3922 2.5574 -1.8669 -0.1 0.0 0.0
H 3.3855 1.8280 -0.4386 0.0 0.0 0.0
H 4.2402 2.7420 -2.6192 0.0 0.0 0.0
H 1.0478 2.8192 -5.8248 0.0 0.0 0.0
H 1.0116 4.6199 -5.6742 0.0 0.0 0.0
H -0.6687 2.5245 -1.6708 0.0 0.0 0.0
```
Positions in Å, forces in eV/Å.

Output
Energy above the lowest of the compared OMol25 structures with the same formula, charge and spin in eV: 0.000
Total energy in a.u.: -1613.89322
LUMO in eV: -1.3

---

[3]
The following is a quantum chemistry calculation of a gas-phase ion, C5H13INO (charge +1) at a distorted geometry, from OMol25.

XYZ file:
```
21
Properties=species:S:1:pos:R:3:forces:R:3
C 1.4519 0.1699 -1.0983 -1.1 1.5 0.8
C 0.0703 0.6794 -0.5477 2.2 -0.5 1.5
C -0.0047 2.1475 0.0079 -0.8 -3.7 -1.8
N -0.3278 -0.1939 0.6550 1.0 -2.5 -3.2
C 0.6943 -1.1359 1.1129 1.1 -2.5 0.8
C -1.5528 -1.0253 0.3751 0.4 0.7 -2.9
O -1.2466 -1.8715 -0.6965 -0.5 0.2 1.3
I -3.2249 0.2694 0.0933 -0.2 0.0 -0.1
H 2.2424 0.2689 -0.3901 0.5 0.4 0.6
H 1.5531 -0.8266 -1.4693 -0.7 -0.7 -0.3
H 1.6489 0.8609 -1.8771 0.5 0.5 -1.0
H -0.6342 0.4996 -1.3029 -1.2 0.1 -0.9
H 0.6208 2.1897 0.8173 1.5 0.5 2.2
H -1.0275 2.3185 0.2125 -0.9 0.7 0.4
H 0.3540 2.7060 -0.7690 0.8 2.1 -1.7
H -0.4930 0.4025 1.3647 -1.1 2.6 3.2
H 0.7554 -2.0236 0.4640 0.1 0.9 -0.4
H 1.7303 -0.8332 1.3776 -1.1 0.6 -0.4
H 0.2675 -1.6208 1.9747 0.0 0.2 0.9
H -1.8062 -1.5960 1.2024 -0.1 -1.2 1.5
H -1.0711 -1.3855 -1.5065 -0.2 0.2 -0.2
```
Positions in Å, forces in eV/Å.

Output
Structure (SMILES): CC(C)[N@H+](C)[C@H](O)I
Charge: +1
Energy above the lowest of the compared OMol25 structures with the same formula, charge and spin in eV: 1.045
Total energy in a.u.: -625.69862
LUMO in eV: -3.4

---

[4]
The following is a quantum chemistry calculation of a single C2H4N4 molecule at a distorted geometry, from OMol25.

XYZ file:
```
10
Properties=species:S:1:pos:R:3:forces:R:3
N 1.7972 -0.0105 0.0253 0.2 3.7 3.2
N 0.4417 -0.1089 -0.0680 2.1 4.0 0.5
C -0.5907 0.8711 0.0240 0.0 0.7 -2.5
C -1.7417 0.0976 0.0202 4.5 0.0 0.6
N -1.1917 -1.2122 -0.0338 -12.4 -1.6 0.9
N -0.0269 -1.2903 -0.0447 5.4 -1.8 -0.3
H 2.3140 -0.3376 0.8452 -1.6 0.4 0.8
H 2.2793 -0.4692 -0.6171 1.6 -2.3 -4.6
H -0.6015 1.9413 -0.4772 0.9 -2.2 1.9
H -2.6796 0.5188 0.3261 -0.7 -0.9 -0.6
```
Positions in Å, forces in eV/Å.

Output
Structure (SMILES): Nn1ccnn1
Energy above the lowest of the compared OMol25 structures with the same formula, charge and spin in eV: 4.257
Total energy in a.u.: -297.48787
LUMO in eV: 1.1

---

[5]
The following is a quantum chemistry calculation of 3 unconnected molecules or ions with the total composition C28H61N2O11P4S at a distorted geometry, from OMol25.

XYZ file:
```
107
Properties=species:S:1:pos:R:3:forces:R:3
C -2.2670 -2.7774 -1.2269 -0.1 -0.2 -0.2
C -2.9758 -3.2043 -2.5193 -0.1 0.9 0.2
C -3.4541 -2.0355 -3.4139 0.5 -0.5 -0.2
C -2.3168 -1.0596 -3.8052 -0.6 0.1 -0.5
C -2.5882 0.4208 -3.4962 0.2 -0.1 0.6
C -3.1437 0.6881 -2.0717 -0.1 0.8 -0.6
C -2.4298 1.8359 -1.3424 0.1 -0.8 0.3
C -0.9418 1.4888 -1.0987 -0.1 0.6 -0.5
C 0.0601 2.3211 -1.9282 -0.1 0.1 1.1
C 1.4496 2.2929 -1.2309 -0.4 -0.1 -1.0
C 2.5801 1.6670 -2.1197 0.3 0.6 0.4
C 2.9336 0.2696 -1.7208 -0.2 0.3 0.2
C 3.4975 0.0217 -0.4499 0.7 0.3 -0.1
S 3.8395 1.2826 0.7558 -0.1 -0.1 0.6
C 3.8449 -1.2630 -0.0568 -0.3 0.2 -0.5
C 3.6459 -2.3163 -0.9534 0.4 -0.3 -0.4
P 4.1337 -3.9956 -0.3805 -0.9 -0.5 2.3
N 3.5171 -4.1833 1.0510 0.6 0.2 -0.3
C 3.0961 -2.0564 -2.1753 0.4 -0.6 0.5
N 2.7335 -0.7981 -2.5500 0.1 -0.3 0.1
P 1.9990 -0.6265 -4.1401 -1.7 0.1 -1.5
O 0.9015 0.3095 -4.1921 0.3 0.6 0.4
O 3.1918 -0.3287 -5.1492 0.1 -0.4 1.0
O 1.4829 -2.0938 -4.4635 1.1 -0.1 0.4
H -1.8454 -3.6633 -0.7452 -0.1 0.1 0.2
H -2.9758 -2.2796 -0.5606 0.1 -0.2 0.1
H -1.4430 -2.0751 -1.3838 0.0 -0.1 -0.1
H -3.8609 -3.7730 -2.2206 0.2 -0.3 -0.2
H -2.3128 -3.8280 -3.1256 -0.1 -0.1 0.1
H -3.8128 -2.5068 -4.3345 -0.2 0.1 0.1
H -4.3230 -1.5288 -2.9870 0.2 0.1 0.2
H -1.3627 -1.3734 -3.3717 -0.1 0.1 0.1
H -2.1847 -1.1485 -4.8892 0.2 0.1 0.1
H -3.2962 0.8470 -4.2103 0.1 -0.1 -0.1
H -1.6469 0.9634 -3.6183 -0.1 0.0 -0.1
H -3.0912 -0.2035 -1.4461 0.0 0.0 0.0
H -4.1920 0.9759 -2.1963 -0.1 -0.3 0.3
H -2.5585 2.7987 -1.8446 0.2 -0.1 -0.2
H -2.9059 1.9529 -0.3634 0.0 0.0 -0.1
H -0.7583 0.4240 -1.2926 -0.1 0.0 0.1
H -0.7285 1.6858 -0.0443 0.1 -0.1 0.0
H -0.3010 3.3531 -1.9034 0.1 0.0 -0.1
H 0.1238 2.0126 -2.9677 -0.1 0.0 0.1
H 1.7169 3.3224 -0.9986 0.3 -0.2 0.1
H 1.3805 1.7349 -0.2994 0.0 0.1 0.0
H 3.4775 2.2684 -1.9318 0.1 -0.2 -0.1
H 2.3532 1.7943 -3.1743 -0.1 -0.2 0.0
H 4.5633 2.2334 0.1318 -0.2 -0.4 -0.5
H 4.2801 -1.4326 0.9216 0.0 -0.1 0.0
H 5.5408 -4.0832 -0.3280 -0.1 0.1 -0.9
H 3.5840 -4.9669 -1.2432 0.4 0.6 -0.8
H 4.2688 -4.3379 1.7161 -0.3 -0.1 0.3
H 2.9556 -2.8922 -2.8487 -0.3 0.4 -0.3
H 3.9525 -0.8847 -4.9146 0.3 0.2 -0.5
H 1.7066 -2.3455 -5.3718 -0.2 -0.2 0.0
O 1.3427 7.2851 0.6569 -2.0 2.3 0.7
P 2.1787 7.9419 1.6929 5.3 -3.6 0.4
O 3.5440 8.3920 0.9321 -0.7 0.2 0.3
C 3.4637 9.3324 -0.1376 0.1 0.3 -0.3
C 3.1228 10.7276 0.3535 -0.2 -0.1 0.1
O 2.7429 6.6625 2.5398 -0.4 0.4 0.2
C 2.1953 5.3641 2.3661 0.1 -0.2 -0.1
C 2.9998 4.5759 1.3522 0.2 0.0 -0.1
O 2.4036 8.8957 3.0087 -2.5 0.7 -1.5
C 1.3028 9.6948 3.4912 -0.3 0.2 0.3
C 0.0664 8.8640 3.7705 0.0 -0.2 -0.2
H 2.7354 8.9961 -0.8807 0.0 -0.1 0.1
H 4.4423 9.3411 -0.6168 0.0 -0.1 0.1
H 2.0822 10.7768 0.6903 0.0 0.0 0.0
H 3.2472 11.4586 -0.4455 0.0 0.0 0.0
H 3.7567 11.0081 1.1945 0.1 0.0 0.0
H 1.1443 5.4135 2.0822 0.0 0.1 -0.1
H 2.2405 4.8657 3.3365 0.1 0.1 0.0
H 3.0903 5.1166 0.4081 -0.2 0.1 0.0
H 2.5355 3.6097 1.1599 -0.1 0.0 0.1
H 4.0156 4.4091 1.7217 0.0 0.0 0.1
H 1.0799 10.4852 2.7697 0.0 0.0 0.0
H 1.6442 10.1761 4.4061 0.2 -0.1 -0.1
H -0.3493 8.4513 2.8442 0.0 0.1 0.0
H -0.7061 9.4717 4.2408 0.0 0.0 0.0
H 0.3059 8.0246 4.4239 0.0 0.1 0.1
O -2.5139 -5.6804 3.4781 -3.1 0.5 -0.3
P -2.8014 -6.7973 2.5453 5.7 -2.9 -1.1
O -2.3970 -8.1545 3.3432 -0.6 0.5 -0.3
C -3.0863 -8.4823 4.5475 -0.2 -0.2 0.3
C -4.5202 -8.9080 4.2869 0.0 0.2 -0.1
O -1.5530 -6.7061 1.4989 -0.6 0.1 -0.2
C -0.6876 -5.5760 1.4711 0.3 0.1 0.2
C 0.5457 -5.8047 2.3205 0.1 -0.1 0.1
O -3.6968 -7.5508 1.3871 -1.6 1.9 1.6
C -4.9947 -7.0206 1.0563 -0.3 0.1 -0.2
C -4.9381 -5.5548 0.6703 0.2 0.1 0.1
H -3.0543 -7.6380 5.2413 0.0 0.0 -0.1
H -2.5369 -9.3045 5.0051 0.1 0.0 -0.1
H -5.1294 -8.0513 3.9800 0.0 0.0 0.0
H -4.9679 -9.3270 5.1882 0.0 0.0 0.0
H -4.5656 -9.6494 3.4891 0.0 0.0 0.0
H -1.2159 -4.6725 1.7770 0.0 -0.1 0.1
H -0.3889 -5.4345 0.4283 -0.1 -0.1 0.0
H 0.2855 -6.0861 3.3409 -0.2 0.1 0.0
H 1.1627 -4.9059 2.3486 0.0 0.0 0.0
H 1.1430 -6.6206 1.9100 0.0 0.0 -0.1
H -5.6777 -7.1700 1.8969 0.0 0.0 0.0
H -5.3706 -7.6117 0.2224 0.2 -0.1 0.0
H -4.6565 -4.9317 1.5264 -0.1 0.0 0.0
H -5.9104 -5.2137 0.3147 0.0 0.0 0.0
H -4.1949 -5.3913 -0.1114 -0.1 0.0 -0.1
```
Positions in Å, forces in eV/Å.

Output
Charge: +1
Total energy in a.u.: -3804.13067
LUMO in eV: -4.7